{
  "formula": "C18H15N6O3SeV",
  "method": "ωB97M-V/def2-TZVPD",
  "elements": ["Se", "V", "O", "O", "O", "N", "N", "N", "N", "N", "N", "C", "C", "C", "C", "C", "C", "C", "C", "C", "C", "C", "C", "C", "C", "C", "C", "C", "C", "H", "H", "H", "H", "H", "H", "H", "H", "H", "H", "H", "H", "H", "H", "H"],
  "positions_angstrom": [[-2.934984, -5.252488, 4.182494], [-0.038612, 0.372279, 0.061169], [1.610010, 0.346158, -0.844745], [-3.126111, 0.655963, -1.960278], [0.072589, 2.658335, 0.480044], [-1.478352, 1.437754, -0.527994], [-0.839745, -1.470655, -0.245015], [-2.781469, -4.993211, 2.428773], [-0.210991, -0.146762, 1.995000], [3.759370, 0.535688, -1.351015], [-2.115009, -3.731891, 4.609665], [-1.180739, -2.057408, -1.393879], [-0.115992, 0.104735, 4.358615], [-1.825862, 3.782214, -0.707314], [-0.739916, -1.115200, 4.523909], [-2.182670, -3.890759, -0.246267], [-2.165759, -3.849944, 2.279906], [2.258004, 2.300902, -2.091261], [-0.829108, -1.349989, 2.154592], [-2.599852, 1.572120, -1.411241], [-0.992115, 2.658368, -0.167817], [-1.113204, -1.863143, 3.403420], [-1.851439, -3.273587, -1.431009], [-1.186331, -2.069395, 0.925089], [-1.848105, -3.278552, 0.966933], [-1.799951, -3.157005, 3.479087], [0.129046, 0.569472, 3.077073], [2.549778, 1.020845, -1.401162], [-2.941922, 3.055806, -1.476788], [-0.954486, -1.505584, 5.511652], [1.389292, 2.165401, -2.734618], [0.593746, 1.528696, 2.892121], [-2.182580, 4.399876, 0.117319], [-2.705207, -4.839504, -0.233029], [3.943326, -0.335267, -0.874060], [0.177150, 0.705266, 5.207825], [-3.925969, 3.200116, -1.031455], [-1.201093, 4.423362, -1.330022], [-2.106441, -3.710877, -2.385697], [3.100257, 2.650203, -2.683043], [-3.019777, 3.350647, -2.521361], [-0.918330, -1.537322, -2.305150], [4.527570, 1.010214, -1.800270], [2.005081, 3.043522, -1.331897]],
  "atomic_forces_ev_per_a": [[0.0, 0.0, 0.0], [0.2, 0.8, 0.4], [0.7, 0.1, -0.4], [0.1, -0.1, 0.0], [-0.1, -0.4, -0.1], [-0.6, 0.5, -0.6], [-0.3, -0.5, 0.0], [0.0, 0.1, 0.3], [-0.2, -0.2, 0.5], [0.2, 0.1, -0.1], [-0.1, -0.2, -0.2], [0.1, 0.1, 0.1], [0.0, 0.0, 0.1], [0.0, 0.0, 0.1], [0.0, 0.0, 0.1], [-0.1, -0.1, 0.0], [0.1, 0.1, -0.4], [0.0, 0.0, 0.0], [0.2, 0.1, -0.5], [0.1, 0.2, 0.3], [0.1, -0.2, -0.1], [-0.2, -0.3, 0.2], [0.0, 0.0, 0.0], [0.3, 0.4, 0.1], [-0.2, -0.3, 0.2], [0.2, 0.4, 0.0], [-0.1, -0.1, -0.3], [-0.5, -0.4, 0.3], [0.1, 0.0, 0.0], [0.0, 0.0, 0.0], [0.0, 0.0, 0.0], [0.0, 0.0, 0.0], [0.0, 0.0, 0.0], [0.0, 0.0, 0.0], [0.0, 0.0, 0.0], [0.0, 0.0, 0.0], [0.0, 0.0, 0.0], [0.0, 0.0, 0.0], [0.0, 0.0, 0.0], [0.0, 0.0, 0.0], [0.0, 0.0, 0.0], [0.0, 0.0, 0.0], [0.0, 0.0, 0.0], [0.0, 0.0, 0.0]],
  "mulliken_spin": [-0.001, 2.030, 0.003, 0.001, -0.009, -0.032, 0.013, -0.001, -0.022, 0.009, 0.000, 0.019, 0.002, 0.000, 0.001, 0.014, 0.000, 0.004, -0.008, 0.003, -0.006, -0.003, -0.001, -0.007, -0.009, 0.001, 0.000, 0.012, -0.004, 0.000, -0.001, -0.007, 0.000, 0.000, 0.000, 0.000, 0.000, 0.001, 0.000, 0.000, 0.000, -0.004, -0.001, 0.000],
  "spin_multiplicity": 3,
  "relative_energy_ev": 0.000,
  "orbital_gap_ha": [0.265, 0.276],
  "total_charge": 2,
  "lumo_ev": [-7.34, -7.04],
  "homo_ev": [-14.544, -14.543]
}